Entry 1:
Formula: C4H12N2O
Source: the Open Molecules 2025 dataset
Level of theory: wB97M-V/def2-TZVPD

```
19
Properties=species:S:1:pos:R:3:forces:R:3:mulliken_charge:R:1
O -0.69329 -1.67129 -1.50740 -0.570 0.733 -0.825 -0.508
N 1.26416 1.62103 0.50849 -0.814 0.350 -0.246 -0.537
N 0.51636 -0.38359 2.46680 -0.340 0.597 -0.681 -0.630
C -0.12653 -0.31030 1.12495 0.336 -1.882 0.751 -0.970
C -1.31095 -0.33460 -1.57794 1.517 -0.943 0.380 -0.532
C 0.66040 0.38924 0.03597 -0.320 0.317 0.119 0.639
C -0.28244 0.69759 -1.16146 0.861 0.442 0.087 -0.806
H 1.45312 -0.26544 -0.30789 0.078 -0.273 0.028 0.308
H -0.16229 -1.35824 0.82258 -0.118 -0.010 -0.229 0.380
H 2.23244 1.82806 0.36743 0.121 -0.331 0.163 0.186
H -1.56370 -0.18894 -2.62345 -0.601 0.345 0.073 0.434
H 0.42118 0.89338 -1.97736 -0.317 0.097 -0.220 0.263
H -0.14073 -0.89975 3.04155 0.191 -0.023 0.204 0.257
H -0.62150 -1.89372 -2.44510 0.234 -0.474 0.461 0.296
H 0.86941 1.93972 1.37244 0.351 0.299 0.101 0.142
H -1.18458 -0.05812 1.19670 -0.095 0.822 -0.144 0.285
H -2.16428 -0.33818 -0.91414 -0.364 0.013 -0.080 0.274
H 0.54392 0.55474 2.85386 0.111 -0.109 0.221 0.253
H -0.74261 1.65167 -0.90463 -0.262 0.028 -0.164 0.268
```
Forces are in eV/Å.

Values from the calculation:
ΔE to the lowest compared entry with this formula, charge and spin = 174.6 kJ/mol
frontier orbital gap = 9.6 eV
SMILES string = NC[C@H](N)CCO
total energy = -9369.384 eV
lowest unoccupied orbital energy = 0.9190 eV
E_HOMO = -8.7199 eV

***

Entry 2:
Formula: C5H11N2O
Source: the Open Molecules 2025 dataset
Level of theory: wB97M-V/def2-TZVPD

```
19
Properties=species:S:1:pos:R:3:forces:R:3:mulliken_charge:R:1
O 0.53020 -2.94823 1.08502 0.097 -0.324 -0.240 -0.403
N -0.07243 -1.78032 1.54399 0.077 2.816 -2.420 -0.263
N -0.42574 -0.88222 -1.99471 0.015 0.117 -0.280 -0.239
C -0.26773 -0.00227 -1.07060 -0.170 -3.378 2.632 0.358
C -0.44747 1.42883 -1.09246 0.073 0.764 -0.182 -0.615
C 0.21818 -0.51398 0.45144 0.239 0.028 0.529 -0.116
C 0.30501 1.91733 0.15224 0.023 -0.090 0.122 -0.646
C 0.08169 0.81768 1.19950 0.140 -0.022 -0.158 -0.667
H -0.65996 -0.64593 -2.95515 0.013 0.064 0.097 0.266
H -1.08087 -1.94575 1.56288 0.210 -0.225 -0.183 0.285
H -1.52453 1.60356 -0.96297 -0.029 -0.072 -0.016 0.291
H -0.31430 -1.87272 -1.78428 0.025 0.222 -0.021 0.269
H 1.36541 2.00614 -0.09167 -0.005 0.027 0.088 0.307
H 0.80108 0.90004 2.00839 -0.031 -0.130 0.086 0.338
H 1.33347 -3.06702 1.62517 -0.489 0.216 -0.103 0.362
H -0.15372 1.89343 -2.03448 -0.028 0.002 -0.016 0.466
H -0.91661 0.90646 1.62642 -0.117 -0.031 0.069 0.329
H -0.05171 2.88940 0.48105 0.022 0.014 -0.013 0.331
H 1.28002 -0.70440 0.25024 -0.064 0.003 0.009 0.347
```
Forces are in eV/Å.

Values from the calculation:
ΔE to the lowest compared entry with this formula, charge and spin = 370.2 kJ/mol
frontier orbital gap = 9.2 eV
SMILES string = [NH2+]=C1CCC[C@H]1NO
total energy = -10381.769 eV
charge = +1
lowest unoccupied orbital energy = -4.4990 eV
E_HOMO = -13.7225 eV

***

Entry 3:
Formula: CH5N3O2
Source: the Open Molecules 2025 dataset
Level of theory: wB97M-V/def2-TZVPD

```
11
Properties=species:S:1:pos:R:3:forces:R:3:mulliken_charge:R:1
O -1.55605 1.25442 -0.09163 2.148 -2.983 1.407 -0.340
O 1.10105 1.13595 -0.80811 0.350 -1.165 1.262 -0.453
N 0.11474 1.93346 -1.52118 2.619 0.030 -0.557 -0.040
N -0.35896 -0.95915 1.24428 -1.609 1.903 3.835 -0.441
N -1.00482 1.87715 -1.10988 -1.972 1.528 -1.114 0.047
C 0.14308 -1.74093 0.43254 1.695 -0.746 0.158 -0.219
H 2.06713 1.27342 -1.01492 -1.986 0.666 -0.567 0.322
H 0.40383 -2.74616 0.72801 0.136 -0.541 -0.461 0.277
H -0.53291 -1.24670 2.29818 0.138 0.079 -3.048 0.216
H -0.94519 0.44189 0.26352 -1.135 1.922 -0.067 0.425
H 0.56811 -1.22335 -0.42082 -0.385 -0.694 -0.848 0.205
```
Forces are in eV/Å.

Values from the calculation:
ΔE to the lowest compared entry with this formula, charge and spin = 415.4 kJ/mol
frontier orbital gap = 10.3 eV
SMILES string = O/N=N\O.C=N
total energy = -9678.165 eV
lowest unoccupied orbital energy = 0.7089 eV
E_HOMO = -9.5838 eV

***

Entry 4:
Formula: C5H7NO
Source: the Open Molecules 2025 dataset
Level of theory: wB97M-V/def2-TZVPD

```
14
Properties=species:S:1:pos:R:3:forces:R:3:mulliken_charge:R:1
O 1.97847 -0.61385 -0.84835 0.258 0.130 -0.172 -0.540
N -0.47830 0.93878 1.29045 -0.353 0.832 0.766 -0.521
C -1.05177 1.00422 -0.02817 -0.293 0.018 -0.453 -0.180
C -0.16322 -1.06044 0.11945 0.141 -1.427 -0.507 -0.788
C 0.40430 1.13825 0.19670 0.664 -0.143 -0.479 -0.209
C -1.43407 -0.43318 -0.31311 0.030 0.112 0.191 -0.406
C 1.07183 -0.25252 0.16903 -0.405 0.299 0.365 0.158
H -2.23936 -0.67550 0.39500 0.026 -0.057 -0.206 0.246
H -1.71252 1.82429 -0.30611 0.192 -0.050 0.191 0.420
H -0.01620 -2.12426 -0.09612 -0.088 0.146 0.408 0.367
H 1.01649 2.02707 0.05921 -0.225 -0.021 0.194 0.400
H 2.85668 -0.68356 -0.45333 -0.176 0.033 -0.210 0.340
H 1.56252 -0.33386 1.14818 0.031 -0.089 -0.136 0.361
H -1.77376 -0.73904 -1.31470 0.198 0.217 0.047 0.352
```
Forces are in eV/Å.

Values from the calculation:
ΔE to the lowest compared entry with this formula, charge and spin = 462.0 kJ/mol
frontier orbital gap (spin up / spin down) = 8.1 / 9.5 eV
total energy = -8831.415 eV
lowest unoccupied orbital energy (spin up / spin down) = -0.1988 / 0.1341 eV
E_HOMO (spin up / spin down) = -8.3144 / -9.3755 eV